No. 1
{
  "formula": "C52H46N8O2S3SbV",
  "method": "the ωB97M-V functional and the def2-TZVPD basis",
  "species": ["V", "C", "C", "C", "C", "N", "C", "C", "C", "C", "C", "C", "N", "C", "C", "C", "C", "C", "N", "H", "H", "H", "H", "H", "H", "H", "H", "H", "H", "H", "N", "C", "N", "C", "C", "C", "C", "C", "C", "S", "H", "H", "H", "H", "H", "H", "N", "C", "C", "C", "C", "C", "C", "S", "O", "O", "N", "C", "S", "C", "C", "N", "H", "H", "H", "H", "H", "H", "H", "H", "C", "C", "C", "C", "C", "C", "C", "Sb", "C", "C", "C", "C", "C", "C", "C", "C", "C", "C", "C", "C", "C", "C", "H", "H", "H", "H", "H", "H", "H", "H", "H", "H", "H", "H", "H", "H", "H", "H", "H", "H", "H", "H", "H"],
  "positions_angstrom": [[0.92129, 0.30382, 0.40927], [2.15305, -0.30150, -3.81304], [2.88652, -1.47171, -3.70269], [2.86909, -2.17301, -2.50738], [2.09836, -1.68715, -1.46519], [1.39131, -0.54671, -1.56989], [1.43304, 0.13479, -2.71493], [1.90274, -2.39645, -0.18817], [2.30298, -3.68821, 0.10545], [1.85080, -4.26480, 1.28432], [0.95586, -3.58616, 2.09684], [0.59894, -2.29740, 1.73835], [1.14104, -1.70981, 0.66876], [-0.46255, -1.47793, 2.34710], [-1.16400, -1.84656, 3.47860], [-2.23229, -1.06119, 3.88770], [-2.56188, 0.06462, 3.15141], [-1.78767, 0.38715, 2.04875], [-0.75465, -0.35704, 1.64817], [2.14156, 0.27566, -4.72772], [3.47110, -1.83589, -4.53807], [3.43974, -3.08353, -2.39154], [0.86226, 1.05424, -2.73220], [2.92785, -4.24763, -0.57595], [2.15331, -5.27188, 1.54018], [0.53329, -4.06087, 2.97122], [-0.88588, -2.73418, 4.03066], [-2.80102, -1.33356, 4.76725], [-3.39662, 0.69903, 3.41556], [-1.99647, 1.27789, 1.46711], [-0.08787, 3.15981, 2.11433], [0.62954, 2.31945, 2.88608], [1.27956, 1.28004, 2.43837], [1.90490, 0.59683, 3.48841], [2.73719, -0.51180, 3.35965], [3.25870, -1.09003, 4.50493], [2.97774, -0.57356, 5.76928], [2.18098, 0.55045, 5.90813], [1.65612, 1.12247, 4.75916], [0.66241, 2.54908, 4.61502], [-0.00006, 3.11378, 1.10201], [-0.43197, 4.01712, 2.50865], [3.00817, -0.87318, 2.37626], [3.91701, -1.94530, 4.41368], [3.40325, -1.03887, 6.64891], [1.98198, 0.97407, 6.88459], [7.28538, 3.36100, -4.12679], [6.47161, 2.96513, -3.09955], [6.31882, 3.76660, -1.95968], [5.47439, 3.38206, -0.94027], [4.76202, 2.19292, -1.04045], [4.91606, 1.37886, -2.15701], [5.75895, 1.75741, -3.17841], [3.67133, 1.71137, 0.23731], [3.72732, 0.26718, 0.38358], [3.95598, 2.52716, 1.38415], [2.16030, 1.90960, -0.28956], [1.59869, 3.01677, -0.80844], [2.39078, 4.45118, -1.38282], [0.85349, 5.10621, -1.82812], [-0.12314, 4.22988, -1.51963], [0.28273, 3.05035, -0.92953], [7.92401, 4.12147, -3.97991], [7.54103, 2.69873, -4.83616], [6.87687, 4.69183, -1.87802], [5.36841, 3.99257, -0.05162], [4.38340, 0.43684, -2.20517], [5.88796, 1.11749, -4.04421], [0.76707, 6.07831, -2.28580], [-1.17696, 4.39169, -1.70441], [-1.11360, 1.63270, -4.71313], [-2.59554, 1.91539, -4.66093], [-3.19928, 2.59233, -5.71872], [-4.55565, 2.88271, -5.70679], [-5.33269, 2.49931, -4.62399], [-4.74155, 1.82722, -3.56310], [-3.38064, 1.52646, -3.56875], [-2.53353, 0.44997, -1.91401], [-3.30063, -1.47244, -2.48479], [-3.83934, -1.66691, -3.75355], [-4.25938, -2.92718, -4.16417], [-4.13877, -4.00476, -3.30189], [-3.58786, -3.81973, -2.03950], [-3.15712, -2.56631, -1.62126], [-2.54744, -2.38919, -0.25306], [-3.91530, 1.25993, -0.46255], [-3.45292, 2.50412, -0.01286], [-4.12925, 3.24029, 0.94463], [-5.29729, 2.72335, 1.49181], [-5.77314, 1.50210, 1.04912], [-5.11298, 0.75813, 0.06353], [-5.75770, -0.53336, -0.37183], [-0.70105, 1.90058, -5.68591], [-0.89786, 0.57483, -4.53895], [-0.58253, 2.21220, -3.95100], [-2.59391, 2.89480, -6.56628], [-5.00262, 3.40800, -6.54146], [-6.39214, 2.72158, -4.60219], [-5.35599, 1.53988, -2.71671], [-3.95468, -0.82755, -4.42968], [-4.68423, -3.05962, -5.15114], [-4.47148, -4.98878, -3.60670], [-3.49265, -4.66495, -1.36589], [-2.57417, -3.31881, 0.31692], [-3.07652, -1.62466, 0.32703], [-1.50340, -2.06790, -0.33413], [-2.52368, 2.90061, -0.41678], [-3.75308, 4.20642, 1.26006], [-5.84396, 3.27795, 2.24448], [-6.69969, 1.11147, 1.45783], [-5.60400, -1.31953, 0.37290], [-5.37185, -0.89449, -1.31865], [-6.83542, -0.39783, -0.47529]],
  "lowdin_spin": [2.697, 0.002, 0.012, 0.002, 0.011, 0.008, 0.015, 0.027, -0.005, 0.028, -0.005, 0.028, 0.006, 0.013, 0.003, 0.013, 0.003, 0.018, 0.013, 0.000, 0.001, 0.000, 0.001, -0.001, 0.002, -0.001, 0.000, 0.001, 0.000, 0.002, 0.007, 0.006, 0.006, 0.004, 0.003, 0.000, 0.000, 0.000, 0.000, 0.001, 0.002, 0.000, 0.002, 0.000, 0.000, 0.000, 0.000, 0.001, 0.000, 0.000, 0.000, 0.001, 0.000, 0.006, 0.021, 0.003, 0.007, 0.004, 0.002, 0.002, 0.001, 0.012, 0.000, 0.000, 0.000, 0.000, 0.000, 0.000, 0.000, 0.000, 0.001, 0.000, 0.000, 0.000, 0.000, 0.000, 0.003, 0.009, 0.001, 0.000, 0.000, 0.000, 0.000, 0.000, 0.001, 0.000, 0.000, 0.000, 0.000, 0.000, 0.000, 0.000, 0.000, 0.000, 0.000, 0.000, 0.000, 0.000, 0.000, 0.000, 0.000, 0.000, 0.000, 0.000, 0.000, 0.001, 0.000, 0.000, 0.000, 0.000, 0.000, 0.000, 0.000],
  "total_charge": 1,
  "de_lowest_kcal_mol": 2.50,
  "homo_energy_ev": [-9.7, -10.0],
  "fmax_ha_per_bohr": 0.015,
  "homo_lumo_gap_ev": [6.9, 6.8],
  "spin_multiplicity": 4
}

=====

No. 2
{
  "formula": "C3H5N3",
  "method": "the ωB97M-V functional and the def2-TZVPD basis",
  "species": ["C", "N", "C", "N", "C", "N", "H", "H", "H", "H", "H"],
  "positions_angstrom": [[1.55335, -0.13088, 0.01253], [0.16995, 0.11990, 0.08398], [-0.72343, 1.13246, -0.03859], [-1.92463, 0.51590, -0.01830], [-1.62348, -0.81915, 0.07499], [-0.40929, -1.07213, -0.01335], [2.09649, 0.18101, 0.97857], [1.89057, 0.59171, -0.77203], [1.69143, -1.10624, -0.43448], [-0.31753, 2.07781, 0.14076], [-2.40344, -1.49040, -0.01409]],
  "lowdin_charge": [-0.060, -0.209, -0.099, 0.067, -0.252, 0.066, 0.116, 0.092, 0.084, 0.108, 0.085],
  "de_lowest_kcal_mol": 41.51,
  "homo_energy_ev": -10.1,
  "fmax_ha_per_bohr": 0.097,
  "homo_lumo_gap_ev": 10.9
}

=====

No. 3
{
  "formula": "C7H18ClI2IrO2P2",
  "method": "the ωB97M-V functional and the def2-TZVPD basis",
  "species": ["I", "I", "Ir", "P", "C", "C", "H", "H", "H", "C", "H", "H", "H", "H", "H", "H", "C", "O", "Cl", "C", "P", "C", "C", "O", "H", "H", "H", "H", "H", "H", "H", "H", "H"],
  "positions_angstrom": [[1.95561, -4.58042, -1.50624], [-0.69487, -4.74924, -0.84187], [0.02574, 0.11162, -0.08914], [0.04630, 0.52459, -2.25574], [-1.55064, 0.72738, -3.05954], [0.90460, 2.08806, -2.57363], [1.93138, -0.83019, -2.85677], [0.96053, -0.32901, -4.27335], [0.39329, -1.65706, -3.21303], [0.91992, -0.70166, -3.24522], [1.91454, 2.05111, -2.16601], [0.95476, 2.24078, -3.65310], [-1.39061, 0.98485, -4.10738], [-2.12870, 1.52882, -2.60133], [0.35704, 2.92310, -2.13483], [-2.12391, -0.19747, -3.02180], [-1.84515, -0.03055, -0.03627], [-3.01433, -0.07673, 0.16275], [2.39201, 0.03133, -0.17766], [1.05913, -0.05754, 5.19318], [0.18829, -0.00604, 3.41571], [-0.62317, -1.57888, 3.76488], [-0.45080, 1.63957, 3.75712], [0.43332, -0.05489, 1.89057], [2.05346, -0.51017, 5.25830], [0.38241, -0.62864, 5.86419], [1.09795, 0.93697, 5.67474], [-0.97606, -1.70508, 4.79912], [-1.45299, -1.62410, 3.05018], [0.07573, -2.40870, 3.54709], [0.05615, 2.34738, 3.07864], [-1.51126, 1.55549, 3.49878], [-0.33966, 2.03521, 4.78102]],
  "lowdin_spin": [1.542, 1.455, 0.897, 0.012, 0.001, 0.003, 0.001, 0.000, 0.001, 0.006, 0.001, 0.000, 0.000, 0.000, 0.001, 0.000, 0.018, -0.005, 0.037, 0.000, 0.003, 0.001, 0.001, 0.024, 0.000, 0.000, 0.000, 0.000, 0.000, 0.000, 0.000, 0.000, 0.000],
  "total_charge": 2,
  "de_lowest_kcal_mol": 26.10,
  "homo_energy_ev": [-15.7, -15.6],
  "fmax_ha_per_bohr": 0.105,
  "homo_lumo_gap_ev": [9.6, 4.0],
  "spin_multiplicity": 5
}

=====

No. 4
{
  "formula": "C3H4P2",
  "method": "the ωB97M-V functional and the def2-TZVPD basis",
  "species": ["P", "C", "C", "P", "C", "H", "H", "H", "H"],
  "positions_angstrom": [[-1.42540, 0.91860, 0.79547], [-0.65632, -0.67844, 0.27112], [0.80453, -0.55194, 0.37260], [1.43059, -0.11052, -1.24072], [-0.08786, 0.47540, -0.51365], [-2.59203, 0.81922, -0.15677], [-1.21145, -1.38249, -0.19746], [1.23611, -0.14827, 1.20720], [2.50184, 0.65844, -0.53778]],
  "lowdin_charge": [0.902, -0.545, -0.476, 0.893, -0.709, -0.069, 0.034, 0.027, -0.058],
  "de_lowest_kcal_mol": 72.07,
  "homo_energy_ev": -8.4,
  "fmax_ha_per_bohr": 0.061,
  "homo_lumo_gap_ev": 8.9
}

=====

No. 5
{
  "formula": "C15H18O",
  "method": "the ωB97M-V functional and the def2-TZVPD basis",
  "species": ["C", "C", "C", "C", "C", "C", "O", "C", "C", "H", "H", "H", "H", "H", "H", "H", "H", "H", "H", "C", "C", "C", "C", "C", "C", "C", "H", "H", "H", "H", "H", "H", "H", "H"],
  "positions_angstrom": [[-2.93357, 1.53729, 2.70489], [-3.38858, 0.32163, 1.94767], [-3.11337, 0.32541, 0.50069], [-3.23675, -0.79446, -0.28032], [-2.72836, -0.94214, -1.60871], [-1.96007, 0.09210, -2.02573], [-1.13992, 0.01470, -3.12321], [-1.97541, 1.37032, -1.41946], [-2.63476, 1.49570, -0.21723], [-3.33898, 1.72070, 3.69962], [-3.28972, 2.44633, 2.19364], [-1.84462, 1.61918, 2.68528], [-3.04591, -0.60216, 2.44411], [-4.45236, 0.25218, 2.31132], [-3.61710, -1.70107, 0.19687], [-2.69072, -1.87592, -2.15499], [-1.42555, -0.51288, -3.86518], [-1.63455, 2.23158, -1.97681], [-2.83177, 2.51457, 0.09099], [5.24423, -1.59628, -0.92097], [3.97882, -0.99414, -0.40468], [2.91712, -0.69882, -1.23407], [1.84838, 0.06108, -0.76679], [1.73461, 0.26215, 0.61266], [2.75522, -0.13038, 1.51634], [3.84353, -0.76095, 0.97251], [6.06460, -1.54822, -0.20861], [5.60819, -0.97776, -1.75878], [5.17812, -2.62420, -1.27636], [2.87363, -1.00563, -2.27104], [1.05395, 0.34103, -1.43035], [0.99051, 1.00656, 0.86819], [2.53625, 0.14612, 2.53322], [4.65491, -0.99358, 1.66525]],
  "lowdin_charge": [-0.128, -0.244, -0.232, -0.039, -0.010, -0.350, 0.026, -0.016, -0.023, 0.074, 0.067, 0.076, 0.118, 0.126, 0.116, 0.115, 0.100, 0.118, 0.103, -0.064, -0.287, -0.057, -0.074, -0.088, -0.082, -0.068, 0.070, 0.084, 0.079, 0.112, 0.082, 0.090, 0.096, 0.110],
  "de_lowest_kcal_mol": 32.32,
  "homo_energy_ev": -8.4,
  "fmax_ha_per_bohr": 0.066,
  "homo_lumo_gap_ev": 9.1
}

=====

No. 6
{
  "formula": "C4H9N2",
  "method": "the ωB97M-V functional and the def2-TZVPD basis",
  "species": ["C", "C", "C", "C", "N", "N", "H", "H", "H", "H", "H", "H", "H", "H", "H"],
  "positions_angstrom": [[0.00261, -0.64210, -1.37618], [0.67576, 0.75020, -1.22965], [-0.19245, 0.16917, -0.23691], [-1.40958, 0.68978, 0.38199], [-0.14257, -1.51979, -2.20681], [1.00173, -0.38130, 1.77290], [1.73848, 0.54585, -1.27869], [0.42689, 1.71397, -1.66618], [-1.23466, 0.85298, 1.44590], [-2.23763, -0.01147, 0.29244], [-1.68121, 1.66472, -0.02621], [-0.47176, -2.45903, -2.01898], [0.40857, -0.91446, 2.39502], [1.29979, 0.47920, 2.21468], [1.81604, -0.93772, 1.53669]],
  "lowdin_charge": [-0.253, 0.064, -0.127, -0.004, 0.274, 0.115, 0.145, 0.136, 0.098, 0.108, 0.114, 0.112, 0.071, 0.075, 0.072],
  "total_charge": 1,
  "de_lowest_kcal_mol": 101.88,
  "homo_energy_ev": -14.3,
  "fmax_ha_per_bohr": 0.022,
  "homo_lumo_gap_ev": 8.4
}